Molecular formula: C4H12F2O4Zn
Method: DFT, wB97M-V/def2-TZVPD

Properties
Energy above the lowest of the compared OMol25 structures with the same formula, charge and spin   1.334 eV
HOMO level (spin up / spin down)   -15.29 / -13.58 eV
Total charge   +1
Gap between HOMO and LUMO (spin up / spin down)   12.1 / 3.9 eV
LUMO energy (spin up / spin down)   -3.2 / -9.7 eV
Max |F|   2.64 eV/A
Total energy   -2439.2245 Eh
2S+1   2

```
23
C4H12F2O4Zn wB97M-V/def2-TZVPD
Zn -0.815 0.380 -0.431
F -0.642 -0.087 1.522
F -1.562 2.180 -0.847
C -2.374 -1.881 -0.548
C -1.166 -2.354 -1.361
O -0.126 -1.403 -1.292
O -2.714 -0.516 -0.939
H -2.383 -2.073 0.525
H -3.232 -2.455 -0.896
H -1.178 -2.582 -2.427
H -0.707 -3.207 -0.860
H 0.717 -1.863 -1.286
H -3.661 -0.532 -1.094
C 1.936 2.120 1.538
C 2.184 0.985 0.542
O 1.275 1.031 -0.585
O 1.479 1.772 2.864
H 1.297 2.881 1.091
H 2.869 2.683 1.549
H 2.328 -0.009 0.967
H 3.086 1.153 -0.047
H 1.796 1.206 -1.372
H 1.593 2.569 3.386
```

These are the natural (NBO) partial charges, in e, on atoms 1 to 4: 1.76, -0.57, -0.64, -0.14